[1]
Density functional theory data (wB97M-V/def2-TZVPD) for a structure of composition C50H38MnN3O5P2.

Cartesian coordinates (Å):
Mn: 0.514 0.278 -0.126
O: 2.481 0.226 -0.926
C: 3.331 1.171 -0.892
C: 3.041 2.562 -0.950
C: 4.095 3.469 -0.893
C: 3.768 4.827 -0.852
C: 2.448 5.329 -0.903
C: 1.410 4.426 -0.985
C: 1.628 3.010 -0.970
O: 0.624 2.205 -0.993
N: 4.845 5.777 -0.769
O: 4.532 7.008 -0.713
O: 6.027 5.301 -0.753
H: 4.393 0.909 -0.926
H: 5.147 3.158 -0.856
H: 2.309 6.428 -0.855
H: 0.365 4.750 -1.008
O: -1.876 -2.025 -0.263
C: -3.162 -1.532 -0.059
C: -4.178 -2.340 0.459
C: -5.439 -1.761 0.653
C: -5.633 -0.400 0.365
C: -4.567 0.395 -0.083
C: -3.281 -0.146 -0.267
P: -1.840 0.770 -0.728
C: -2.188 2.341 0.037
C: -2.446 2.341 1.413
C: -2.621 3.539 2.110
C: -2.548 4.771 1.433
C: -2.316 4.764 0.054
C: -2.134 3.568 -0.646
C: -1.960 0.993 -2.497
C: -0.848 0.685 -3.310
C: -0.932 0.892 -4.680
C: -2.099 1.404 -5.280
C: -3.216 1.673 -4.475
C: -3.144 1.487 -3.079
C: -1.616 -3.097 -1.112
C: -2.596 -3.869 -1.730
C: -2.175 -4.981 -2.478
C: -0.819 -5.291 -2.594
C: 0.146 -4.471 -1.982
C: -0.235 -3.350 -1.235
P: 0.832 -2.213 -0.404
C: 2.393 -2.588 -1.161
C: 2.546 -2.262 -2.523
C: 3.738 -2.521 -3.198
C: 4.809 -3.124 -2.524
C: 4.669 -3.436 -1.171
C: 3.468 -3.180 -0.476
C: 0.963 -2.843 1.257
C: 1.840 -2.181 2.137
C: 1.973 -2.623 3.457
C: 1.263 -3.746 3.924
C: 0.409 -4.412 3.038
C: 0.255 -3.975 1.714
H: -3.998 -3.411 0.641
H: -6.290 -2.357 1.009
H: -6.610 0.069 0.481
H: -4.718 1.467 -0.237
H: -2.508 1.391 1.948
H: -2.807 3.506 3.180
H: -2.658 5.717 1.979
H: -2.271 5.708 -0.503
H: -1.905 3.612 -1.721
H: 0.120 0.372 -2.894
H: -0.041 0.693 -5.287
H: -2.142 1.577 -6.364
H: -4.149 2.022 -4.926
H: -3.998 1.747 -2.459
H: -3.655 -3.617 -1.634
H: -2.921 -5.599 -2.988
H: -0.487 -6.161 -3.170
H: 1.209 -4.738 -2.042
H: 1.699 -1.800 -3.058
H: 3.820 -2.212 -4.241
H: 5.754 -3.321 -3.042
H: 5.519 -3.853 -0.624
H: 3.394 -3.495 0.572
H: 2.380 -1.299 1.790
H: 2.641 -2.079 4.131
H: 1.380 -4.079 4.961
H: -0.155 -5.290 3.354
H: -0.413 -4.527 1.038
N: 1.909 2.186 3.587
C: 1.893 1.938 2.261
N: 1.011 1.007 1.906
C: 0.386 0.582 3.107
C: -0.589 -0.395 3.330
C: -0.969 -0.604 4.668
C: -0.411 0.134 5.723
C: 0.569 1.125 5.509
C: 0.945 1.324 4.186
H: 2.530 2.847 4.064
H: 2.556 2.461 1.567
H: -0.974 -1.024 2.515
H: -1.715 -1.375 4.897
H: -0.741 -0.079 6.743
H: 1.015 1.737 6.316

* multiplicity: 6
* orbital gap (alpha / beta): 7.3 / 7.8 eV
* charge: +1
* E_LUMO (alpha / beta): -2.8 / -2.9 eV

Here are the Mulliken charges for atoms 1 to 4, given in e:
1 Mn 0.813
2 O -0.047
3 C -0.707
4 C 0.852

=====

[2]
Density functional theory data (wB97M-V/def2-TZVPD) for a structure of composition C50H38N2O3P2Tl.

Cartesian coordinates (Å):
Tl: 1.910 -0.276 0.420
O: 2.694 0.722 -1.701
C: 3.689 1.258 -2.288
C: 4.001 0.910 -3.643
C: 5.004 1.505 -4.330
C: 5.737 2.571 -3.767
C: 5.491 2.951 -2.494
C: 4.494 2.334 -1.736
C: 4.398 2.754 -0.362
N: 3.513 2.308 0.507
N: 3.497 2.799 1.694
C: 2.442 2.399 2.429
O: 1.508 1.625 2.073
C: 2.436 2.961 3.826
C: 1.300 2.716 4.627
C: 1.268 3.208 5.919
C: 2.287 3.998 6.426
C: 3.396 4.253 5.626
C: 3.484 3.715 4.351
H: 3.385 0.152 -4.167
H: 5.271 1.154 -5.320
H: 6.511 3.076 -4.298
H: 5.962 3.805 -2.015
H: 5.116 3.528 -0.076
H: 0.445 2.147 4.259
H: 0.385 3.037 6.514
H: 2.168 4.479 7.390
H: 4.219 4.826 6.033
H: 4.374 3.859 3.740
O: -3.319 -0.581 -1.272
C: -3.254 -1.685 -2.142
C: -4.417 -2.207 -2.693
C: -4.320 -3.310 -3.575
C: -3.096 -3.867 -3.925
C: -1.930 -3.227 -3.480
C: -1.994 -2.179 -2.558
P: -0.478 -1.338 -2.060
C: 0.718 -2.654 -2.040
C: 2.065 -2.438 -2.374
C: 3.007 -3.440 -2.156
C: 2.627 -4.620 -1.536
C: 1.301 -4.846 -1.170
C: 0.351 -3.847 -1.362
C: -0.082 -0.490 -3.579
C: -0.335 0.893 -3.563
C: -0.187 1.662 -4.702
C: 0.260 1.042 -5.856
C: 0.609 -0.323 -5.865
C: 0.453 -1.099 -4.723
C: -4.140 -0.657 -0.150
C: -5.512 -0.491 -0.265
C: -6.315 -0.871 0.829
C: -5.721 -1.213 2.043
C: -4.328 -1.128 2.209
C: -3.521 -0.804 1.112
P: -1.761 -0.395 1.288
C: -1.236 -1.426 2.645
C: -0.259 -0.895 3.510
C: 0.277 -1.703 4.488
C: 0.017 -3.086 4.482
C: -0.924 -3.630 3.606
C: -1.518 -2.786 2.651
C: -1.968 1.286 1.923
C: -1.783 2.346 1.019
C: -1.968 3.634 1.482
C: -2.365 3.880 2.812
C: -2.622 2.817 3.666
C: -2.381 1.499 3.239
H: -5.354 -1.757 -2.407
H: -5.269 -3.657 -4.015
H: -3.038 -4.750 -4.563
H: -0.962 -3.621 -3.820
H: 2.363 -1.506 -2.822
H: 4.023 -3.303 -2.531
H: 3.361 -5.401 -1.374
H: 0.988 -5.812 -0.756
H: -0.686 -4.044 -1.091
H: -0.607 1.349 -2.617
H: -0.441 2.692 -4.721
H: 0.270 1.635 -6.779
H: 1.006 -0.794 -6.762
H: 0.736 -2.155 -4.719
H: -5.981 -0.136 -1.196
H: -7.402 -0.896 0.720
H: -6.318 -1.520 2.910
H: -3.880 -1.337 3.200
H: -0.016 0.151 3.399
H: 0.972 -1.293 5.186
H: 0.644 -3.674 5.130
H: -1.209 -4.702 3.598
H: -2.234 -3.186 1.921
H: -1.443 2.101 -0.010
H: -1.824 4.464 0.786
H: -2.533 4.889 3.131
H: -3.007 3.006 4.670
H: -2.499 0.662 3.938

* orbital gap: 5.5 eV
* charge: -1
* E_LUMO: 2.3 eV

Here are the Mulliken charges for atoms 1 to 4, given in e:
1 Tl 1.077
2 O -0.421
3 C 0.380
4 C 0.030

=====

[3]
Density functional theory data (wB97M-V/def2-TZVPD) for a structure of composition C50H41BrCuF3IN2O4S2Sb.

Cartesian coordinates (Å):
Cu: 2.036 1.220 -1.266
C: -3.128 2.088 5.974
C: -2.309 0.846 5.597
C: -3.040 0.110 4.474
C: -2.221 -0.093 6.808
C: -0.898 1.273 5.188
C: -0.101 1.994 6.096
C: 1.175 2.405 5.776
C: 1.682 2.080 4.520
S: 3.246 2.371 3.862
C: 2.776 1.479 2.404
N: 1.562 1.054 2.407
C: 0.919 1.360 3.601
C: -0.376 0.967 3.946
C: 3.809 1.253 1.371
C: 5.136 1.246 1.825
C: 6.198 0.997 0.979
C: 5.943 0.752 -0.361
C: 4.635 0.792 -0.815
C: 3.528 1.043 0.012
H: -4.153 1.803 6.223
H: -3.160 2.794 5.141
H: -2.703 2.605 6.836
H: -4.034 -0.178 4.822
H: -2.515 -0.799 4.174
H: -3.166 0.736 3.588
H: -3.223 -0.399 7.121
H: -1.735 0.391 7.656
H: -1.653 -0.990 6.555
H: -0.484 2.226 7.082
H: 1.772 2.961 6.488
H: -0.960 0.425 3.221
H: 5.347 1.411 2.876
H: 7.211 1.000 1.362
H: 6.752 0.536 -1.049
H: 4.466 0.632 -1.878
C: 1.595 -3.425 -8.258
C: 1.242 -2.494 -7.128
C: 2.228 -1.896 -6.355
C: 1.898 -1.054 -5.299
C: 0.567 -0.800 -5.018
C: -0.436 -1.382 -5.785
C: -0.094 -2.221 -6.831
S: 0.103 0.128 -3.569
O: -1.014 0.958 -3.970
O: -0.192 -0.882 -2.564
N: 1.392 0.923 -3.137
C: 1.628 2.158 -3.920
C: 2.285 3.263 -3.086
O: 2.631 4.287 -3.647
O: 2.416 3.025 -1.817
H: 2.672 -3.460 -8.417
H: 1.125 -3.105 -9.190
H: 1.250 -4.439 -8.049
H: 3.271 -2.096 -6.574
H: 2.662 -0.595 -4.684
H: -1.472 -1.166 -5.559
H: -0.875 -2.679 -7.429
H: 0.692 2.580 -4.290
H: 2.266 1.973 -4.789
F: -6.489 1.552 -2.545
C: -5.243 1.431 -2.027
C: -4.395 0.475 -2.549
C: -3.124 0.354 -2.010
C: -2.699 1.174 -0.961
C: -3.575 2.145 -0.489
C: -4.858 2.276 -1.010
Sb: -0.713 0.904 -0.158
C: -0.828 2.544 1.241
C: 0.149 3.509 0.988
C: 0.199 4.693 1.716
C: -0.747 4.897 2.698
F: -0.726 6.052 3.403
C: -1.718 3.961 2.994
C: -1.749 2.787 2.257
C: -1.160 -1.010 0.776
C: -2.274 -1.755 0.396
C: -2.430 -3.079 0.791
C: -1.458 -3.651 1.583
F: -1.603 -4.941 1.968
C: -0.346 -2.949 1.998
C: -0.199 -1.635 1.575
H: -4.726 -0.149 -3.369
H: -2.444 -0.380 -2.430
H: -3.264 2.838 0.284
H: -5.545 3.026 -0.639
H: 0.907 3.354 0.225
H: 0.955 5.441 1.517
H: -2.433 4.156 3.783
H: -2.498 2.043 2.507
H: -3.057 -1.311 -0.204
H: -3.292 -3.659 0.488
H: 0.400 -3.431 2.616
H: 0.688 -1.091 1.871
Br: 2.596 -5.367 0.921
C: 1.745 -5.083 -0.748
C: 1.141 -6.179 -1.349
C: 0.510 -6.035 -2.574
C: 0.476 -4.793 -3.192
C: 1.079 -3.701 -2.590
C: 1.722 -3.837 -1.364
I: 2.635 -2.145 -0.553
H: 1.168 -7.137 -0.849
H: 0.047 -6.895 -3.040
H: -0.024 -4.661 -4.143
H: 1.027 -2.726 -3.054

* multiplicity: 2
* orbital gap (alpha / beta): 7.8 / 7.5 eV
* charge: -1
* E_LUMO (alpha / beta): 2.1 / 1.7 eV
* energy relative to the best compared isomer or geometry (same formula, charge and spin): 0.432 eV

Here are the Mulliken charges for atoms 1 to 4, given in e:
1 Cu 0.331
2 C -1.571
3 C 2.123
4 C -1.873

=====

Record-wise strongest force on any atom values, in hartree/bohr: 0.070; 0.094; 0.011